{
  "formula": "C54H114N6O6",
  "method": "wB97M-V/def2-TZVPD",
  "orbital_gap_ha": 0.308,
  "relative_energy_ev": 2.532,
  "e_tot_ha": -2905.573895,
  "lumo_ha": 0.0127,
  "smiles": "CC1(C)CCCC(C)(C)N1O.CC1(C)CCCC(C)(C)N1O.CC1(C)CCCC(C)(C)N1O.CC1(C)CCCC(C)(C)N1O.CC1(C)CCCC(C)(C)N1O.CC1(C)CCCC(C)(C)N1O",
  "homo_ev": -8.0,
  "mol_weight_g_mol": 943.54,
  "symbols": ["C", "C", "C", "C", "C", "C", "N", "O", "C", "C", "C", "H", "H", "H", "H", "H", "H", "H", "H", "H", "H", "H", "H", "H", "H", "H", "H", "H", "H", "H", "C", "C", "C", "C", "C", "C", "N", "O", "C", "C", "C", "H", "H", "H", "H", "H", "H", "H", "H", "H", "H", "H", "H", "H", "H", "H", "H", "H", "H", "H", "C", "C", "C", "C", "C", "C", "N", "O", "C", "C", "C", "H", "H", "H", "H", "H", "H", "H", "H", "H", "H", "H", "H", "H", "H", "H", "H", "H", "H", "H", "C", "C", "C", "C", "C", "C", "N", "O", "C", "C", "C", "H", "H", "H", "H", "H", "H", "H", "H", "H", "H", "H", "H", "H", "H", "H", "H", "H", "H", "H", "C", "C", "C", "C", "C", "C", "N", "O", "C", "C", "C", "H", "H", "H", "H", "H", "H", "H", "H", "H", "H", "H", "H", "H", "H", "H", "H", "H", "H", "H", "C", "C", "C", "C", "C", "C", "N", "O", "C", "C", "C", "H", "H", "H", "H", "H", "H", "H", "H", "H", "H", "H", "H", "H", "H", "H", "H", "H", "H", "H"],
  "xyz": [[-10.145557, 0.959224, 21.118167], [-9.345563, -0.013305, 20.247015], [-10.337432, -0.799086, 19.380546], [-9.591359, -1.672804, 18.381817], [-8.801438, -0.754063, 17.476923], [-7.822986, 0.216902, 18.192907], [-8.497563, 0.768090, 19.362375], [-7.695006, 1.707585, 20.044451], [-6.547304, -0.592087, 18.517229], [-7.485224, 1.329874, 17.192466], [-8.634451, -1.001200, 21.207275], [-10.919659, 0.447522, 21.690691], [-10.642333, 1.676302, 20.462431], [-9.487405, 1.497218, 21.797689], [-10.969204, -1.471962, 19.972118], [-11.060398, -0.112847, 18.931445], [-10.240588, -2.293615, 17.761443], [-8.947105, -2.356404, 18.939219], [-9.511229, -0.175311, 16.880319], [-8.223555, -1.334594, 16.749508], [-6.725065, -1.630664, 18.815181], [-5.965072, -0.739358, 17.605610], [-5.904525, -0.144310, 19.277679], [-8.259857, 1.546591, 16.456434], [-7.323590, 2.288783, 17.690662], [-6.553638, 1.117627, 16.668630], [-7.853761, -0.485128, 21.777258], [-8.012387, -1.749519, 20.703831], [-9.370741, -1.531196, 21.804906], [-7.063857, 1.186123, 20.574635], [0.650054, -4.164039, 19.035680], [0.267766, -2.686977, 19.123169], [0.523030, -2.066666, 17.727434], [-0.592902, -2.348926, 16.709281], [-1.912938, -1.907687, 17.295984], [-2.218960, -2.636817, 18.628286], [-1.102005, -2.455566, 19.552696], [-1.365083, -3.085803, 20.779100], [-3.483060, -1.997912, 19.229334], [-2.637895, -4.063363, 18.322214], [1.181117, -1.898468, 20.072178], [0.213898, -4.657095, 18.164405], [0.304223, -4.800873, 19.855481], [1.728287, -4.335963, 19.001316], [0.759457, -1.003820, 17.776405], [1.383145, -2.552115, 17.257768], [-0.512014, -3.359843, 16.308947], [-0.404149, -1.681024, 15.860871], [-2.766586, -2.046925, 16.630280], [-1.789118, -0.836823, 17.478811], [-3.442871, -0.901528, 19.236416], [-4.381960, -2.243089, 18.666180], [-3.674477, -2.227729, 20.279463], [-1.921399, -4.571877, 17.666499], [-2.763478, -4.671226, 19.218316], [-3.540281, -4.143646, 17.711545], [1.150333, -2.359755, 21.063411], [0.919980, -0.844097, 20.119398], [2.233940, -1.973891, 19.786599], [-1.638928, -2.396323, 21.392423], [-12.935963, -10.588901, 20.286510], [-12.436625, -11.677950, 21.247485], [-11.122233, -12.215179, 20.652095], [-10.041000, -12.734625, 21.640393], [-10.011555, -11.993344, 22.972507], [-11.397753, -11.772273, 23.598051], [-12.215549, -11.123562, 22.564665], [-13.363677, -10.505527, 23.116872], [-11.964916, -13.142256, 24.050241], [-11.250300, -10.901978, 24.830139], [-13.493281, -12.804006, 21.264960], [-12.312005, -9.699054, 20.385155], [-13.954846, -10.350641, 20.602452], [-13.014620, -10.886545, 19.242700], [-11.352678, -13.076741, 20.021561], [-10.655403, -11.499339, 19.970601], [-9.092169, -12.716221, 21.106939], [-10.340344, -13.776973, 21.773072], [-9.524063, -11.018588, 22.858245], [-9.339227, -12.529109, 23.649268], [-13.047931, -12.992679, 24.099508], [-11.745874, -13.914726, 23.318017], [-11.668808, -13.483210, 25.041401], [-10.788561, -9.931102, 24.624339], [-12.232393, -10.747480, 25.277429], [-10.595777, -11.354304, 25.575322], [-13.085310, -13.741211, 21.642305], [-13.986964, -13.066066, 20.323308], [-14.351762, -12.501464, 21.872896], [-13.155741, -9.565483, 23.062492], [-16.552963, -4.338038, 21.154554], [-16.043479, -5.633451, 21.738862], [-15.645741, -6.560812, 20.566689], [-14.539880, -7.589987, 20.876527], [-13.406583, -6.993934, 21.670400], [-13.887033, -6.306720, 22.983159], [-14.902483, -5.311129, 22.641357], [-15.364816, -4.657049, 23.804545], [-14.291940, -7.400021, 23.979892], [-12.654152, -5.577261, 23.513313], [-17.158202, -6.354454, 22.506113], [-17.516751, -4.461678, 20.652097], [-15.866783, -3.793877, 20.507388], [-16.845255, -3.637289, 21.947431], [-16.512739, -7.151832, 20.266580], [-15.400874, -6.007166, 19.656461], [-14.279183, -8.003534, 19.903505], [-15.006241, -8.359227, 21.501337], [-13.075664, -6.145365, 21.050642], [-12.522285, -7.612845, 21.824835], [-13.463130, -7.912358, 24.471174], [-14.734510, -6.907426, 24.860073], [-15.116122, -8.027009, 23.651343], [-11.804456, -6.253385, 23.420594], [-12.439743, -4.696797, 22.899152], [-12.777385, -5.144779, 24.507367], [-16.783247, -7.266217, 22.975319], [-18.007439, -6.709918, 21.919625], [-17.563461, -5.778104, 23.340752], [-14.991164, -3.772852, 23.719581], [-7.985310, -4.306059, 15.618192], [-7.504175, -5.381979, 14.616048], [-6.511917, -4.590696, 13.748702], [-5.531401, -5.434290, 12.915704], [-4.802231, -6.436206, 13.887273], [-5.807401, -7.260441, 14.668836], [-6.773669, -6.399735, 15.350249], [-7.587106, -7.085163, 16.279207], [-6.432889, -8.366973, 13.810474], [-5.006816, -7.921413, 15.816144], [-8.684465, -5.875180, 13.786406], [-8.646305, -4.603204, 16.438088], [-8.411566, -3.391280, 15.198137], [-7.124066, -3.923436, 16.179773], [-7.150651, -3.956832, 13.124509], [-5.902338, -3.888269, 14.321484], [-4.860910, -4.804869, 12.333260], [-6.121071, -5.996366, 12.185703], [-4.027935, -5.897232, 14.427482], [-4.314914, -7.079418, 13.149715], [-5.634466, -8.940694, 13.328942], [-7.070172, -8.985483, 14.439096], [-6.980077, -8.040226, 12.923478], [-5.704417, -8.479984, 16.444091], [-4.198298, -8.573092, 15.485965], [-4.596122, -7.201050, 16.527114], [-9.291470, -6.570880, 14.373462], [-8.449159, -6.458976, 12.895891], [-9.297423, -5.007238, 13.542866], [-7.390979, -6.660853, 17.129910], [-9.961465, -5.729285, 18.629379], [-9.143486, -6.178155, 19.845543], [-9.445802, -7.669393, 20.005327], [-8.568522, -8.281768, 21.103719], [-7.056843, -8.009578, 20.833474], [-6.660279, -6.588573, 20.294534], [-7.748825, -6.028720, 19.481714], [-7.442204, -4.701007, 19.065228], [-6.135875, -5.699027, 21.438218], [-5.545208, -6.858501, 19.269150], [-9.609728, -5.388776, 21.090879], [-9.898058, -6.318482, 17.716053], [-9.836242, -4.668048, 18.381105], [-11.041941, -5.618961, 18.817898], [-10.504582, -7.860468, 20.175747], [-9.114555, -8.197620, 19.106226], [-8.708902, -9.360364, 21.183591], [-8.750812, -7.855687, 22.092096], [-6.535578, -8.806421, 20.314780], [-6.688344, -8.016743, 21.864545], [-6.878708, -5.682126, 22.241631], [-5.245712, -6.121178, 21.907017], [-5.873387, -4.673497, 21.175103], [-4.522294, -6.892671, 19.646570], [-5.822638, -7.708685, 18.651995], [-5.514367, -6.010284, 18.574266], [-9.295638, -4.350670, 20.936687], [-9.020215, -5.707542, 21.950891], [-10.680684, -5.461245, 21.246911], [-7.433223, -4.203509, 19.900009]],
  "atomic_forces_ev_per_a": [[0.006, 0.231, -0.257], [-0.571, -0.622, 0.655], [-0.363, -0.730, -0.009], [0.050, 0.484, -0.103], [0.309, 0.030, -0.398], [-0.194, -1.068, -0.408], [-0.450, 0.665, -0.545], [0.190, -0.613, 0.268], [0.184, -0.442, -0.100], [0.407, 0.923, 0.271], [1.152, 0.129, -0.753], [0.115, -0.170, 0.034], [0.059, 0.098, 0.074], [-0.090, 0.050, 0.040], [0.220, 0.232, 0.490], [0.309, 0.094, -0.386], [-0.181, 0.040, 0.147], [0.054, -0.070, -0.150], [-0.041, 0.111, 0.138], [0.090, 0.067, 0.052], [-0.431, 0.159, 0.315], [0.137, 0.369, 0.018], [0.020, 0.159, -0.121], [-0.152, -0.383, 0.064], [0.083, -0.175, 0.231], [-0.103, -0.127, -0.146], [-0.552, 0.123, 0.592], [-0.415, -0.099, -0.321], [0.127, 0.199, 0.387], [-0.026, 0.247, -0.133], [-0.030, -1.099, 0.285], [0.999, 0.387, -0.429], [-0.441, -0.849, -0.794], [0.374, 1.089, -0.288], [0.095, -0.432, 0.683], [-1.350, 0.359, -0.362], [-0.535, 1.197, -0.568], [0.120, -0.783, 0.265], [-0.082, 1.192, 0.442], [0.709, -1.319, -0.742], [0.422, -0.954, 0.605], [0.095, 0.278, -0.210], [-0.131, 0.507, 0.298], [0.031, 0.339, -0.154], [-0.305, 0.085, 0.168], [0.385, 0.109, 0.594], [-0.372, -0.130, 0.267], [0.082, -0.236, -0.145], [0.039, -0.025, -0.051], [-0.289, 0.034, 0.174], [0.310, -0.004, -0.221], [0.130, -0.246, -0.083], [0.124, -0.554, -0.093], [0.271, -0.020, 0.354], [-0.024, 0.093, 0.055], [-0.276, 0.443, 0.346], [-0.188, 0.290, 0.109], [-0.221, -0.033, 0.021], [-0.095, -0.011, -0.320], [0.146, 0.196, -0.192], [-0.711, 0.262, 0.930], [-0.374, -0.950, -1.253], [0.948, -0.186, 0.145], [-1.361, -0.009, -0.383], [0.643, 0.243, -0.297], [0.759, -1.294, -0.143], [1.172, 1.354, 0.431], [-0.227, -0.434, -0.269], [-0.907, 0.482, -0.178], [-0.157, 0.604, 0.150], [-0.715, -0.293, 0.237], [0.010, 0.030, -0.126], [0.068, 0.307, -0.099], [0.350, -0.322, 0.042], [-0.250, 0.168, -0.153], [-0.194, 0.362, 0.226], [0.169, -0.074, 0.269], [0.530, -0.111, 0.433], [-0.193, 0.099, -0.212], [-0.307, -0.131, 0.239], [-0.024, -0.336, 0.004], [-0.082, -0.116, 0.098], [0.403, 0.185, -0.042], [-0.232, 0.050, -0.279], [0.105, 0.098, 0.125], [-0.080, -0.349, -0.120], [-0.041, 0.063, 0.189], [0.598, 0.361, -0.385], [0.259, -0.032, 0.339], [-0.123, -0.027, 0.041], [-1.106, 1.115, 0.585], [-0.322, -0.654, 0.035], [0.651, -0.279, 0.057], [-1.079, -0.131, 0.499], [-0.402, 1.977, -0.901], [0.795, -1.119, -0.332], [0.312, -0.178, -1.235], [-0.059, -0.040, 0.125], [-1.017, 1.177, 1.461], [-0.085, 0.693, -0.162], [-0.368, -0.452, 0.961], [0.243, -0.368, -0.372], [0.208, -0.353, -0.083], [0.316, -0.116, 0.149], [-0.200, 0.190, 0.143], [0.332, 0.321, 0.259], [0.438, -0.309, 0.257], [0.075, -0.341, -0.344], [0.411, -0.068, 0.038], [-0.220, -0.329, 0.214], [0.182, -0.385, -0.684], [-0.029, 0.202, -0.178], [0.503, -0.516, -0.261], [0.137, 0.106, 0.502], [-0.039, -0.198, -0.317], [0.031, -0.558, 0.236], [0.172, 0.029, -0.107], [0.124, 0.418, -0.414], [0.112, 0.241, -0.170], [-0.068, -0.021, 0.059], [0.276, 0.388, 1.304], [0.141, 0.908, 0.312], [0.431, 0.137, -0.929], [-1.017, -0.380, 1.040], [-0.729, 1.130, -2.847], [0.623, -0.522, 1.284], [0.752, 1.106, 0.162], [-0.237, -0.156, -0.310], [0.367, 0.020, -0.612], [-0.494, -0.323, 0.542], [-0.494, -0.501, 0.287], [-0.230, -0.499, -0.484], [-0.172, -0.348, -0.596], [0.214, -0.241, -0.167], [0.185, -0.019, -0.224], [-0.155, -0.164, 0.460], [0.222, 0.013, 0.201], [0.141, -0.184, -0.034], [-0.221, -0.134, 0.570], [0.404, -0.415, 0.563], [0.048, -0.372, 0.556], [0.002, -0.162, -0.154], [-0.318, 0.417, 0.383], [0.120, -0.392, -0.255], [-0.106, -0.026, -0.233], [0.119, 0.367, -0.438], [-0.039, 0.245, 0.228], [0.331, 0.407, -0.161], [-0.104, -0.152, -0.278], [-0.047, -0.063, -0.005], [-1.449, 1.577, -0.188], [-1.721, -0.137, -0.606], [1.309, -0.710, 0.659], [0.588, 0.396, -0.390], [-0.670, 0.781, 1.641], [0.808, -1.069, -0.548], [0.318, -0.255, -0.464], [-0.131, -0.287, 0.790], [-0.586, -0.186, 0.539], [0.087, 1.270, -0.747], [1.453, 0.180, -0.550], [0.535, -0.185, 0.155], [0.906, -0.201, -0.114], [0.057, -0.895, 0.585], [-0.073, 0.187, -0.045], [-0.397, 0.209, -0.313], [-0.133, 0.003, 0.000], [-0.488, -0.039, -0.049], [-0.245, 0.013, -0.368], [0.606, -0.269, -0.211], [-0.020, 0.264, -0.006], [0.046, -0.189, -0.302], [-0.094, -0.022, -0.260], [-0.152, -0.546, 0.346], [0.289, -0.221, 0.138], [-0.013, 0.038, 0.071], [-0.498, 0.185, 0.045], [-0.449, -0.167, 0.243], [0.001, 0.012, 0.104], [0.086, 0.300, -0.253]],
  "lowdin_charge": [-0.036, -0.519, -0.136, -0.183, -0.134, -0.480, -0.103, -0.012, -0.038, -0.021, -0.022, 0.086, 0.091, 0.079, 0.120, 0.124, 0.114, 0.080, 0.117, 0.113, 0.066, 0.080, 0.077, 0.079, 0.079, 0.078, 0.081, 0.052, 0.086, 0.090, -0.031, -0.513, -0.135, -0.189, -0.132, -0.503, -0.098, -0.017, -0.045, -0.039, -0.041, 0.068, 0.083, 0.086, 0.116, 0.119, 0.105, 0.112, 0.123, 0.123, 0.083, 0.060, 0.078, 0.069, 0.084, 0.081, 0.079, 0.084, 0.085, 0.106, -0.037, -0.509, -0.122, -0.166, -0.141, -0.510, -0.092, -0.021, -0.021, -0.042, -0.038, 0.071, 0.069, 0.093, 0.115, 0.106, 0.108, 0.096, 0.103, 0.123, 0.086, 0.062, 0.082, 0.084, 0.083, 0.087, 0.069, 0.084, 0.083, 0.064, -0.048, -0.496, -0.121, -0.186, -0.146, -0.508, -0.093, -0.015, -0.030, -0.042, -0.034, 0.090, 0.085, 0.080, 0.116, 0.114, 0.109, 0.100, 0.118, 0.105, 0.086, 0.091, 0.065, 0.078, 0.084, 0.084, 0.066, 0.087, 0.084, 0.109, -0.042, -0.508, -0.148, -0.155, -0.123, -0.511, -0.098, -0.025, -0.022, -0.039, -0.024, 0.057, 0.082, 0.079, 0.119, 0.113, 0.104, 0.097, 0.116, 0.113, 0.085, 0.087, 0.065, 0.068, 0.088, 0.071, 0.084, 0.067, 0.083, 0.071, -0.036, -0.507, -0.124, -0.161, -0.097, -0.472, -0.097, -0.031, -0.023, -0.040, 0.007, 0.085, 0.056, 0.087, 0.106, 0.128, 0.096, 0.098, 0.108, 0.106, 0.075, 0.089, 0.076, 0.089, 0.065, 0.071, 0.074, 0.068, 0.065, 0.068]
}